1.
This record from the OMol25 dataset describes a molecular structure, C17H20Cl3HfNO4S. The level of theory is ωB97M-V/def2-TZVPD.

Energy (Eh): -2842.41537
Orbital gap (alpha / beta) (eV): 1.9749 / 1.9483
Net charge: -2

Each line ends with the Mulliken charge.
CARTESIAN COORDINATES (ANGSTROEM)
C (-0.57, 1.00, -2.64)  0.446
C (-0.80, -0.38, -2.85)  0.613
C (0.47, -1.06, -2.78)  0.619
C (-2.10, -1.03, -3.12)  -1.361
C (1.48, -0.11, -2.53)  0.419
C (0.86, 1.22, -2.44)  0.933
C (1.45, 2.45, -2.15)  -2.024
C (-1.58, 2.06, -2.57)  -1.719
C (0.65, -2.52, -2.99)  -1.452
C (2.92, -0.37, -2.38)  -1.617
Hf (-0.87, -1.36, 1.40)  0.839
Cl (-1.80, -3.24, 0.84)  -0.473
Cl (-2.10, 0.35, 0.40)  -0.465
Cl (1.30, -1.57, 0.60)  -0.402
H (-2.93, -0.33, -3.00)  0.334
H (-2.26, -1.90, -2.45)  0.249
H (-2.11, -1.41, -4.16)  0.283
H (-0.11, -3.12, -2.47)  0.276
H (1.65, -2.83, -2.64)  0.331
H (0.57, -2.74, -4.06)  0.303
H (3.11, -1.29, -1.80)  0.344
H (3.37, 0.47, -1.84)  0.344
H (3.42, -0.49, -3.34)  0.287
H (2.53, 2.49, -2.01)  0.375
H (1.27, 2.94, -0.30)  0.491
H (0.88, 3.36, -2.28)  0.475
H (-2.55, 1.69, -2.23)  0.386
H (-1.74, 2.55, -3.55)  0.293
H (-1.23, 2.82, -1.85)  0.385
O (1.12, 3.19, 0.63)  -0.773
H (1.06, 2.34, 1.09)  0.264
O (1.15, 2.29, 4.27)  -0.654
S (1.40, 0.88, 4.43)  0.982
O (2.72, 0.33, 4.33)  -0.643
N (0.32, -0.02, 3.37)  -0.479
C (-0.55, -0.70, 4.05)  1.266
O (-1.32, -1.56, 3.40)  -0.721
C (-0.54, -0.51, 5.48)  0.094
C (-1.37, -1.16, 6.39)  -0.761
C (-1.11, -0.97, 7.74)  -0.325
C (-0.04, -0.19, 8.18)  -0.635
C (0.80, 0.44, 7.24)  -0.338
C (0.54, 0.26, 5.88)  -0.157
H (-2.16, -1.80, 5.99)  0.385
H (-1.75, -1.45, 8.47)  0.343
H (0.14, -0.06, 9.26)  0.294
H (1.63, 1.07, 7.55)  0.349

2.
This record from the OMol25 dataset describes a molecular structure, C17H20Cl3NO4SSn. The level of theory is ωB97M-V/def2-TZVPD.

Energy (Eh): -3008.66952
Orbital gap (eV): 3.4034
Net charge: -2

Each line ends with the Mulliken charge.
CARTESIAN COORDINATES (ANGSTROEM)
C (-0.79, 0.90, -3.18)  0.597
C (-0.95, -0.45, -3.57)  0.223
C (0.33, -1.06, -3.59)  0.849
C (-2.21, -1.15, -3.77)  -1.153
C (1.29, -0.08, -3.21)  0.820
C (0.61, 1.15, -3.02)  -0.019
C (1.21, 2.47, -2.73)  -1.702
C (-1.84, 1.92, -3.07)  -1.246
C (0.63, -2.44, -3.95)  -1.634
C (2.74, -0.29, -3.04)  -1.698
Sn (-0.98, -0.31, 0.08)  1.340
Cl (-1.82, -2.65, -1.11)  -0.577
Cl (-3.11, 0.54, -0.27)  -0.427
Cl (0.76, -1.87, -0.02)  -0.434
H (-3.07, -0.49, -3.70)  0.387
H (-2.26, -1.92, -2.94)  0.000
H (-2.22, -1.66, -4.75)  0.277
H (-0.10, -3.08, -3.47)  0.315
H (1.61, -2.71, -3.58)  0.400
H (0.61, -2.60, -5.03)  0.246
H (2.90, -1.19, -2.42)  0.295
H (3.20, 0.57, -2.54)  0.381
H (3.24, -0.44, -4.01)  0.229
H (2.15, 2.31, -2.16)  0.384
H (0.51, 3.08, -2.12)  0.309
H (1.45, 3.04, -3.66)  0.214
H (-2.75, 1.45, -2.65)  0.247
H (-2.09, 2.34, -4.07)  0.197
H (-1.53, 2.75, -2.40)  0.251
O (0.31, 1.24, -0.12)  -0.680
H (0.76, 1.26, 0.78)  0.444
O (1.83, 2.45, 4.26)  -0.642
S (1.78, 1.03, 4.00)  1.023
O (3.03, 0.31, 3.83)  -0.648
N (0.75, 0.65, 2.74)  -0.437
C (-0.31, -0.08, 3.07)  0.937
O (-1.23, -0.43, 2.21)  -0.806
C (-0.34, -0.35, 4.52)  -0.195
C (-1.33, -0.99, 5.29)  -0.439
C (-1.29, -0.95, 6.68)  -0.526
C (-0.23, -0.31, 7.35)  -0.317
C (0.82, 0.27, 6.60)  -0.569
C (0.72, 0.24, 5.19)  0.303
H (-2.12, -1.50, 4.73)  0.451
H (-2.09, -1.43, 7.25)  0.343
H (-0.22, -0.28, 8.45)  0.338
H (1.67, 0.74, 7.12)  0.353

3.
This record from the OMol25 dataset describes C17H20ClN5O in the gas phase. The level of theory is ωB97M-V/def2-TZVPD.

Energy (Eh): -1468.97625
Orbital gap (eV): 9.3663

Each line ends with the Mulliken charge.
CARTESIAN COORDINATES (ANGSTROEM)
C (1.17, -0.40, 3.79)  -1.591
C (1.19, 0.25, 2.41)  0.134
N (2.47, 0.06, 1.75)  0.244
C (2.79, -1.32, 1.39)  -1.710
C (1.89, -1.93, 0.36)  0.899
C (2.12, -2.06, -1.02)  -0.667
N (1.09, -2.60, -1.64)  -0.962
N (0.18, -2.82, -0.69)  0.868
C (-1.08, -3.44, -1.02)  -0.858
C (0.61, -2.44, 0.52)  -0.550
C (2.70, 0.99, 0.67)  -1.195
C (1.77, 0.87, -0.50)  0.822
N (0.48, 0.71, -0.50)  0.017
C (0.17, 0.66, -1.82)  0.960
C (-1.21, 0.46, -2.32)  -1.073
C (-2.13, 1.43, -1.64)  -0.222
C (-2.42, 2.65, -2.23)  -0.502
C (-3.23, 3.58, -1.60)  -0.707
C (-3.76, 3.30, -0.35)  -0.360
C (-3.48, 2.09, 0.26)  -0.701
C (-2.67, 1.17, -0.38)  1.088
Cl (-2.34, -0.32, 0.41)  -0.222
N (1.21, 0.81, -2.59)  -0.678
O (2.27, 0.95, -1.74)  -0.190
H (1.13, -1.48, 3.73)  0.298
H (2.06, -0.12, 4.35)  0.354
H (0.29, -0.06, 4.34)  0.457
H (1.05, 1.33, 2.53)  0.479
H (0.36, -0.13, 1.80)  -0.073
H (3.81, -1.33, 1.01)  0.405
H (2.75, -1.91, 2.30)  0.440
H (3.00, -1.79, -1.58)  0.600
H (-1.12, -4.45, -0.62)  0.331
H (-1.90, -2.86, -0.61)  0.303
H (-1.15, -3.48, -2.11)  0.294
H (0.01, -2.56, 1.40)  0.503
H (2.61, 2.01, 1.07)  0.398
H (3.72, 0.86, 0.29)  0.320
H (-1.51, -0.57, -2.10)  0.017
H (-1.21, 0.60, -3.40)  0.436
H (-2.00, 2.87, -3.20)  0.416
H (-3.44, 4.52, -2.08)  0.387
H (-4.39, 4.02, 0.15)  0.373
H (-3.88, 1.86, 1.23)  0.422

4.
This record from the OMol25 dataset describes a molecular structure, C17H20CoFN2O3Se2. The level of theory is ωB97M-V/def2-TZVPD.

Energy (Eh): -7280.62050
Orbital gap (alpha / beta) (eV): 5.9176 / 6.0114
Spin multiplicity: 4
Net charge: -1
<S²>: 3.76

Each line ends with the Löwdin spin population.
CARTESIAN COORDINATES (ANGSTROEM)
Co (-0.69, 0.97, 0.21)  2.640
O (-1.55, 1.30, -3.81)  0.000
C (-2.34, 0.14, -3.83)  0.001
C (-2.99, -0.27, -2.49)  0.002
C (-4.19, -1.15, -2.92)  0.001
O (-4.83, -1.84, -1.85)  0.000
C (-2.06, -1.18, -1.66)  0.018
Se (-0.15, -0.71, -1.50)  0.067
C (-3.59, 0.92, -1.72)  0.019
Se (-2.50, 2.26, -0.75)  0.074
H (-0.94, 1.22, -3.06)  0.000
H (-1.77, -0.73, -4.20)  0.000
H (-3.14, 0.34, -4.56)  0.000
H (-3.84, -1.87, -3.67)  0.000
H (-4.96, -0.53, -3.38)  0.000
H (-4.15, -2.32, -1.38)  0.000
H (-2.06, -2.17, -2.11)  0.003
H (-2.46, -1.27, -0.65)  0.002
H (-4.30, 0.51, -1.00)  0.001
H (-4.17, 1.51, -2.43)  0.003
F (3.77, 4.01, 3.27)  0.002
C (2.79, 3.34, 2.60)  0.007
C (1.96, 2.49, 3.29)  0.000
C (0.96, 1.82, 2.58)  0.021
C (0.76, 1.97, 1.20)  0.051
C (1.65, 2.85, 0.57)  0.020
C (2.66, 3.54, 1.24)  0.000
H (2.09, 2.36, 4.36)  0.000
H (0.31, 1.16, 3.15)  0.003
H (1.56, 3.01, -0.50)  0.003
H (3.33, 4.22, 0.73)  0.000
N (-5.20, -3.16, 3.79)  0.000
C (-3.84, -3.17, 3.94)  0.000
O (-3.27, -3.96, 4.66)  0.000
C (-3.10, -2.13, 3.14)  0.001
C (-1.79, -2.39, 2.79)  0.001
C (-1.11, -1.47, 2.01)  0.007
N (-1.68, -0.32, 1.62)  0.040
C (-2.93, -0.05, 1.98)  0.008
C (-3.68, -0.93, 2.74)  0.001
H (-5.70, -3.92, 4.22)  0.000
H (-5.62, -2.69, 3.01)  0.000
H (-1.31, -3.31, 3.10)  0.000
H (-0.10, -1.64, 1.66)  0.001
H (-3.33, 0.89, 1.62)  0.002
H (-4.69, -0.67, 3.02)  0.000

5.
This record from the OMol25 dataset describes C17H20F2N4O3 in the gas phase. The level of theory is ωB97M-V/def2-TZVPD.

Energy (Eh): -1304.30334
Orbital gap (eV): 9.6507

Each line ends with the Mulliken charge.
CARTESIAN COORDINATES (ANGSTROEM)
C (-1.56, -2.45, -0.53)  -1.526
C (-2.11, -1.54, 0.51)  0.913
C (-3.43, -1.92, 1.11)  -0.971
C (-4.50, -1.87, 0.02)  0.401
O (-5.08, -2.86, -0.38)  -0.628
N (-4.72, -0.65, -0.55)  -0.185
C (-4.13, 0.58, -0.22)  -0.213
C (-4.30, 1.17, 1.03)  -0.052
C (-3.72, 2.39, 1.32)  -0.776
C (-2.96, 3.02, 0.35)  0.437
F (-2.39, 4.21, 0.64)  -0.350
C (-2.78, 2.48, -0.91)  -0.749
C (-3.38, 1.27, -1.17)  0.829
F (-3.23, 0.71, -2.39)  -0.387
N (-1.63, -0.43, 0.89)  -0.902
N (-0.45, 0.07, 0.42)  0.329
C (0.75, -0.53, 0.29)  0.444
O (0.99, -1.70, 0.52)  -0.713
C (1.75, 0.55, -0.17)  1.045
O (1.35, 1.71, -0.21)  -0.805
N (2.99, 0.21, -0.54)  0.049
C (3.60, -1.10, -0.48)  -0.695
C (4.75, -1.09, 0.53)  -0.562
C (5.77, -0.02, 0.15)  -0.675
C (5.07, 1.34, 0.04)  -0.568
C (3.91, 1.25, -0.95)  -0.901
H (-2.29, -3.20, -0.82)  0.427
H (-1.26, -1.88, -1.41)  0.321
H (-0.66, -2.95, -0.16)  0.367
H (-3.39, -2.95, 1.48)  0.396
H (-3.67, -1.25, 1.93)  0.372
H (-5.24, -0.69, -1.42)  0.254
H (-4.91, 0.68, 1.77)  0.488
H (-3.84, 2.85, 2.29)  0.452
H (-2.19, 2.99, -1.66)  0.457
H (-0.41, 1.09, 0.38)  0.372
H (2.86, -1.85, -0.20)  0.372
H (3.99, -1.34, -1.48)  0.270
H (5.22, -2.07, 0.55)  0.342
H (4.35, -0.88, 1.52)  0.305
H (6.23, -0.27, -0.81)  0.296
H (6.56, 0.03, 0.90)  0.329
H (4.68, 1.63, 1.02)  0.297
H (5.77, 2.10, -0.29)  0.342
H (4.29, 1.00, -1.95)  0.350
H (3.36, 2.19, -0.99)  0.401

6.
This record from the OMol25 dataset describes C17H20FNO2 in the gas phase. The level of theory is ωB97M-V/def2-TZVPD.

Energy (Eh): -964.85800
Orbital gap (eV): 8.5639

Each line ends with the Mulliken charge.
CARTESIAN COORDINATES (ANGSTROEM)
C (2.98, 3.49, -3.02)  -0.690
O (3.63, 2.26, -2.86)  -0.494
C (3.05, 1.23, -2.17)  0.388
C (3.85, 0.10, -2.05)  -0.735
C (3.43, -1.04, -1.40)  -0.779
C (2.16, -1.08, -0.84)  -0.019
C (1.67, -2.31, -0.13)  -0.911
C (1.01, -2.03, 1.22)  -0.956
N (-0.34, -1.53, 1.07)  -0.113
C (-1.01, -1.31, 2.35)  -0.979
C (-2.44, -0.92, 2.12)  0.114
C (-2.73, 0.23, 1.40)  0.024
C (-4.04, 0.60, 1.15)  -0.585
C (-5.06, -0.20, 1.64)  0.380
F (-6.34, 0.15, 1.40)  -0.325
C (-4.80, -1.35, 2.36)  -0.596
C (-3.48, -1.71, 2.59)  -0.391
C (1.35, 0.04, -0.95)  -0.454
C (1.76, 1.19, -1.60)  1.249
O (0.96, 2.31, -1.71)  -0.495
C (-0.28, 2.31, -1.06)  -0.974
H (2.77, 3.97, -2.07)  0.257
H (2.05, 3.39, -3.59)  0.239
H (3.68, 4.11, -3.59)  0.297
H (4.84, 0.15, -2.50)  0.411
H (4.09, -1.89, -1.33)  0.329
H (2.51, -2.99, 0.02)  0.353
H (0.94, -2.83, -0.77)  0.313
H (1.04, -2.95, 1.83)  0.492
H (1.59, -1.27, 1.75)  0.438
H (-0.88, -2.20, 0.53)  0.231
H (-0.96, -2.20, 3.00)  0.361
H (-0.47, -0.50, 2.86)  0.366
H (-1.92, 0.84, 1.03)  0.304
H (-4.28, 1.49, 0.59)  0.437
H (-5.62, -1.95, 2.73)  0.425
H (-3.27, -2.60, 3.16)  0.347
H (0.37, -0.02, -0.50)  0.691
H (-0.71, 3.29, -1.25)  0.314
H (-0.95, 1.54, -1.46)  0.357
H (-0.16, 2.17, 0.02)  0.378

Maximum force for every record listed, in sequence, given in eV/A: 5.61, 2.55, 1.26, 0.10, 0.89, 0.51.